{"formula": "C27H37BF5N7O2SSbZr", "method": "the ωB97M-V functional and the def2-TZVPD basis", "mol_weight_g_mol": 842.49, "de_lowest_kcal_mol": 52.4, "homo_energy_ev": -11.14, "total_energy_ev": -76037.0329, "total_charge": 1, "orbital_gap_ev": 7.578, "elements": ["Zr", "C", "C", "C", "C", "C", "C", "N", "N", "B", "N", "C", "C", "C", "N", "C", "C", "C", "N", "C", "C", "C", "N", "C", "C", "C", "H", "H", "H", "H", "H", "H", "H", "H", "H", "H", "H", "H", "H", "H", "H", "H", "H", "H", "H", "H", "H", "H", "H", "H", "H", "H", "H", "H", "C", "Sb", "C", "C", "H", "H", "H", "H", "H", "H", "H", "H", "H", "O", "N", "O", "F", "C", "C", "F", "C", "F", "C", "S", "C", "F", "C", "F"], "coordinates": [[0.34, 0.00, -0.42], [0.10, -1.70, -3.99], [0.52, -0.30, -4.42], [0.78, -0.24, -5.92], [1.72, 0.14, -3.63], [3.02, 0.39, -4.08], [3.76, 0.63, -2.95], [2.95, 0.56, -1.89], [1.68, 0.26, -2.30], [3.33, 0.31, -0.42], [2.30, 1.17, 0.42], [2.38, 2.51, 0.63], [1.78, 2.80, 1.83], [1.32, 1.56, 2.33], [1.65, 0.58, 1.49], [0.52, 1.28, 3.56], [0.56, 2.44, 4.55], [0.96, -0.03, 4.21], [3.06, -1.16, -0.07], [3.88, -2.09, 0.41], [3.17, -3.26, 0.60], [1.86, -2.96, 0.23], [1.80, -1.69, -0.18], [0.63, -3.83, 0.27], [0.12, -3.93, 1.71], [0.92, -5.21, -0.32], [-0.81, -2.01, -4.51], [-0.12, -1.76, -2.92], [0.89, -2.42, -4.21], [-0.29, 0.40, -4.20], [1.58, -0.94, -6.21], [1.07, 0.76, -6.25], [-0.12, -0.53, -6.47], [3.37, 0.38, -5.10], [4.81, 0.83, -2.82], [4.47, 0.60, -0.21], [2.89, 3.15, -0.07], [1.69, 3.77, 2.29], [-0.51, 1.17, 3.21], [1.59, 2.65, 4.87], [-0.02, 2.20, 5.43], [0.15, 3.36, 4.12], [1.99, 0.03, 4.56], [0.88, -0.87, 3.51], [0.32, -0.26, 5.07], [4.93, -1.87, 0.57], [3.55, -4.20, 0.96], [-0.13, -3.34, -0.33], [0.86, -4.42, 2.35], [-0.80, -4.52, 1.74], [-0.09, -2.94, 2.12], [1.66, -5.74, 0.27], [1.29, -5.13, -1.35], [0.01, -5.80, -0.33], [-2.98, 1.75, -4.50], [-2.59, 0.57, -2.75], [-4.34, 1.24, -1.72], [-1.22, 2.13, -2.02], [-3.22, 2.77, -4.21], [-3.83, 1.33, -5.04], [-2.12, 1.75, -5.17], [-5.19, 1.00, -2.36], [-4.31, 2.31, -1.55], [-4.45, 0.72, -0.78], [-0.95, 2.69, -2.91], [-0.24, 1.91, -1.56], [-1.74, 2.77, -1.31], [-1.04, 0.91, 0.73], [-2.01, -0.10, 0.48], [-1.26, -1.14, -0.19], [-3.87, 3.39, 5.70], [-3.56, 2.42, 4.84], [-2.97, 1.25, 5.29], [-2.70, 1.10, 6.58], [-2.66, 0.26, 4.38], [-2.07, -0.85, 4.83], [-2.91, 0.39, 3.02], [-2.39, -0.95, 2.00], [-3.52, 1.56, 2.60], [-3.84, 1.75, 1.32], [-3.84, 2.57, 3.49], [-4.42, 3.69, 3.05]], "lowdin_charge": [1.857, -0.070, -0.390, -0.061, -0.238, 0.025, -0.025, -0.034, -0.024, -0.520, -0.140, -0.026, 0.040, -0.233, 0.028, -0.356, -0.048, -0.041, -0.031, -0.020, 0.028, -0.237, -0.033, -0.371, -0.047, -0.053, 0.084, 0.035, 0.096, 0.056, 0.090, 0.090, 0.088, 0.116, 0.139, 0.129, 0.142, 0.119, 0.104, 0.095, 0.081, 0.083, 0.094, 0.065, 0.078, 0.138, 0.119, 0.112, 0.091, 0.090, 0.043, 0.083, 0.085, 0.087, -0.335, 1.317, -0.331, -0.319, 0.015, 0.008, -0.004, 0.008, 0.017, -0.019, 0.017, -0.063, 0.023, -0.421, -0.515, -0.499, 0.153, -0.128, -0.145, 0.141, -0.252, 0.087, -0.375, 1.097, -0.204, 0.103, -0.130, 0.142]}


{"formula": "C4H11FN3", "method": "the ωB97M-V functional and the def2-TZVPD basis", "mol_weight_g_mol": 120.15, "de_lowest_kcal_mol": 93.2, "homo_energy_ev": -14.03, "total_energy_ev": -11504.1966, "total_charge": 1, "orbital_gap_ev": 9.942, "elements": ["C", "C", "C", "C", "N", "N", "N", "F", "H", "H", "H", "H", "H", "H", "H", "H", "H", "H", "H"], "coordinates": [[-3.18, -0.82, 0.59], [1.34, 0.22, 1.52], [1.81, 1.22, -1.31], [1.04, -0.53, 0.28], [-2.43, -0.85, -0.44], [0.62, 0.44, -0.82], [-0.44, 0.55, -1.27], [0.02, -1.42, 0.56], [-3.08, 0.04, 1.20], [2.29, 0.03, 2.13], [1.45, 1.28, 1.21], [0.42, 0.23, 2.21], [2.65, 1.23, -0.56], [2.15, 0.63, -2.23], [1.44, 2.17, -1.71], [1.78, -1.12, -0.16], [-1.39, -0.03, -1.03], [-2.49, -1.75, -0.89], [-4.02, -1.54, 0.71]], "lowdin_charge": [0.015, -0.014, 0.027, -0.316, 0.021, -0.190, 0.251, 0.025, 0.074, 0.126, 0.082, 0.130, 0.119, 0.139, 0.109, 0.143, 0.056, 0.089, 0.113]}


{"formula": "C2H2N2O2S2", "method": "the ωB97M-V functional and the def2-TZVPD basis", "mol_weight_g_mol": 150.18, "de_lowest_kcal_mol": 34.2, "smiles": "O=C1NSC(=O)NS1", "homo_energy_ev": -8.90, "total_energy_ev": -30850.4056, "orbital_gap_ev": 8.856, "elements": ["C", "C", "H", "H", "N", "N", "O", "O", "S", "S"], "coordinates": [[0.51, -0.06, 1.47], [-0.73, 0.15, -1.46], [0.92, -2.06, 0.73], [0.37, 2.01, -1.09], [0.36, -1.19, 0.66], [-0.30, 1.13, -0.62], [1.30, 0.14, 2.27], [-0.74, 0.16, -2.64], [-0.86, -1.49, -0.38], [-0.83, 1.21, 1.05]], "lowdin_charge": [-0.784, -0.753, 0.110, 0.234, -0.401, -0.374, 0.094, 0.055, 0.897, 0.922]}


{"formula": "C4H6O2", "method": "the ωB97M-V functional and the def2-TZVPD basis", "mol_weight_g_mol": 86.09, "de_lowest_kcal_mol": 84.3, "homo_energy_ev": -9.09, "total_energy_ev": -8336.8052, "orbital_gap_ev": 10.297, "elements": ["O", "C", "C", "C", "C", "O", "H", "H", "H", "H", "H", "H"], "coordinates": [[-0.72, 2.75, 1.02], [0.15, 2.36, 1.64], [-1.15, -0.13, -0.31], [-0.41, -1.00, -0.99], [0.14, -1.43, 0.34], [-0.72, -0.43, 0.97], [2.19, 1.25, -0.53], [-1.91, 0.63, -0.47], [1.62, 0.94, -0.89], [-0.28, -1.30, -2.02], [1.19, -1.21, 0.56], [-0.13, -2.43, 0.69]], "lowdin_charge": [0.006, 0.005, -0.178, -0.061, -0.166, -0.114, 0.045, 0.117, 0.026, 0.090, 0.110, 0.120]}